C21H15AsGaN4O3S4 as an isolated structure. Source: OMol25; level of theory: ωB97M-V/def2-TZVPD.

```
! wB97M-V def2-TZVPD RIJCOSX def2/J DEFGRID3
* xyz -2 2
C 0.16 1.37 2.25
H 1.78 0.91 4.48
N -1.21 1.25 -1.44
C -1.48 2.15 0.71
H -3.85 0.80 4.64
C -1.93 2.08 -0.68
H 2.75 -1.69 0.44
H -3.59 3.45 -0.58
H 4.10 -2.12 2.50
O -1.09 -1.30 1.93
S 2.95 -2.98 -2.34
C -2.99 2.81 -1.22
S 0.69 -1.37 -4.64
C 3.02 -0.62 3.64
N 1.59 -0.24 1.33
C -2.45 1.87 -3.36
C -2.43 3.38 4.19
C 3.31 -1.38 2.50
N -2.24 -0.79 2.19
C -4.36 -0.04 1.42
S -0.29 -1.95 -1.22
H 3.59 -0.76 4.55
N -0.35 1.40 0.96
C -0.47 2.07 3.27
Ga 0.28 0.02 -0.29
O -2.06 3.02 5.33
C -1.45 1.15 -2.75
H -5.57 1.04 2.84
C -3.71 0.35 3.67
C 1.28 0.48 2.43
S 2.00 0.42 -1.79
C 2.01 0.31 3.61
H -1.72 -0.41 4.13
H -2.61 1.78 -4.43
C -3.25 2.70 -2.57
H -4.06 3.26 -3.01
C -2.52 -0.30 3.42
C -4.65 0.49 2.66
As 1.42 -1.57 -2.67
C -2.11 2.85 1.71
H -3.01 3.41 1.53
H -2.83 -1.08 0.25
H -5.05 0.05 0.59
C -3.16 -0.67 1.19
C 2.57 -1.15 1.37
H -0.83 0.45 -3.32
O -3.41 4.10 3.87
H -0.12 2.02 4.30
C -1.63 2.80 3.03
*
```

Output
**LUMO energy (spin up / spin down)**: 0.1605 / 0.1605 Eh
**Kohn-Sham gap (spin up / spin down)**: 4.91 / 6.49 eV


C21H15BBr2F4N4O6Ti as an isolated structure. Source: OMol25; level of theory: ωB97M-V/def2-TZVPD.

```
! wB97M-V def2-TZVPD RIJCOSX def2/J DEFGRID3
* xyz -1 2
C 4.06 1.30 2.49
H -0.64 -4.95 2.19
F 1.60 2.35 -1.33
C -3.07 -2.60 2.47
H 1.71 3.37 3.75
C -2.47 -3.79 2.57
C -2.40 -1.47 1.77
Br 2.68 -3.30 -4.29
C 1.61 -1.78 -4.69
C 1.00 -1.02 -3.70
H 5.12 1.10 2.57
H -0.61 1.20 -5.70
H 0.48 -0.20 -7.45
O -3.04 -4.87 3.18
O 0.12 -1.11 -1.52
C 3.49 2.32 3.26
H -2.73 3.92 2.53
F -0.08 3.63 -0.45
C 1.41 -1.50 -6.03
C 0.01 0.35 -5.43
H 1.89 -2.12 -6.78
C -0.08 2.11 2.11
N -0.96 1.38 1.43
O -4.36 -0.62 0.73
C 1.92 0.81 1.52
N -0.71 3.18 2.63
F -0.53 1.47 -1.19
H 3.70 -0.24 1.02
Ti -0.50 -0.23 0.02
O 2.31 -1.51 -1.77
H -0.25 3.94 3.10
F -0.05 3.15 -2.71
C 1.34 1.84 2.28
H -3.93 -4.63 3.44
C -1.14 -4.00 2.07
C 1.23 -1.25 -2.23
C -0.53 -2.95 1.48
N -3.20 -1.03 0.56
B 0.28 2.73 -1.44
H -0.29 0.64 -3.33
H 4.10 2.91 3.93
C 2.14 2.58 3.14
C 0.62 -0.42 -6.40
N -1.05 -1.71 1.30
O 1.19 0.07 0.70
C -2.03 3.15 2.25
C -2.18 2.02 1.52
O -2.38 -0.27 -0.25
H -3.05 1.63 1.02
Br 1.24 -3.20 0.86
H -2.42 -0.56 2.39
C 0.19 0.04 -4.09
H -4.06 -2.42 2.87
C 3.29 0.55 1.64
*
```

Output
**LUMO energy (spin up / spin down)**: 0.0835 / 0.0830 Eh
**Kohn-Sham gap (spin up / spin down)**: 7.01 / 7.21 eV


C21H15Cl2N3O3Re as an isolated structure. Source: OMol25; level of theory: ωB97M-V/def2-TZVPD.

```
! wB97M-V def2-TZVPD RIJCOSX def2/J DEFGRID3
* xyz 0 4
H 6.25 -1.27 1.11
H 0.04 3.49 -0.50
C 5.73 1.98 0.31
C -2.44 3.82 0.23
H -5.33 2.34 -3.10
C -4.71 3.15 -0.09
H -4.11 4.90 1.01
C 3.68 0.74 0.22
C 0.39 -4.44 2.09
H 0.85 -4.13 3.27
C -5.81 1.58 -2.50
C -0.88 -5.04 -0.58
C -2.93 1.86 -1.05
C -1.98 2.71 -0.48
C -4.28 2.07 -0.84
C 1.00 -3.36 2.30
C -0.82 -5.92 0.55
C 6.41 0.83 0.68
N 1.56 1.76 -0.26
N -0.52 -2.56 -0.38
H -0.34 -6.41 2.54
H 6.27 2.92 0.21
N 0.19 1.49 -0.40
C 4.36 -0.42 0.59
H 3.83 2.84 -0.21
H -1.71 4.50 0.65
C -0.68 -3.72 -0.51
H -6.48 0.83 -2.91
O -5.20 1.19 -1.35
C 4.37 1.94 0.08
H -5.78 3.29 0.06
H -1.26 -6.90 0.40
C 5.72 -0.37 0.82
C -0.29 -5.66 1.76
C -0.52 2.56 -0.52
Re -0.29 -0.63 -0.15
O 1.67 -0.51 0.05
C 2.22 0.68 -0.02
O -1.48 -0.04 0.92
H 7.48 0.86 0.87
H 3.81 -1.34 0.70
Cl -2.43 0.58 -2.08
Cl -1.29 -5.71 -2.14
H -0.49 -0.53 -1.78
C -3.78 4.04 0.44
*
```

Output
**LUMO energy (spin up / spin down)**: -0.0263 / -0.0561 Eh
**Kohn-Sham gap (spin up / spin down)**: 6.64 / 6.07 eV


C21H15CuN2O3S3Te as an isolated structure. Source: OMol25; level of theory: ωB97M-V/def2-TZVPD.

```
! wB97M-V def2-TZVPD RIJCOSX def2/J DEFGRID3
* xyz -1 2
N 2.23 -7.38 1.82
C 2.21 6.67 0.06
O -3.45 2.48 0.85
Te 1.31 2.38 -0.08
C 0.62 -3.01 0.53
H 3.75 1.64 -4.65
H -1.29 2.46 -1.91
H 1.74 8.26 -1.31
C -2.23 2.76 -1.44
H 6.00 1.27 -3.69
O -1.06 2.94 0.89
Cu -0.31 -0.05 -0.12
C 3.01 2.08 -1.38
H 2.53 4.91 1.24
C 3.00 -2.95 0.09
C 5.36 1.60 -1.67
C 1.64 7.20 -1.09
C 3.14 -4.25 0.55
H 1.85 2.14 -3.18
H 3.87 -2.41 -0.26
N 5.49 -5.30 0.58
C 2.83 2.00 -2.75
S 1.66 -0.72 -0.63
H 0.28 4.38 -2.36
C 2.00 -4.95 0.98
C 0.83 5.02 -1.68
C 1.76 -2.32 0.06
C 4.44 -4.85 0.57
C 2.12 -6.30 1.45
C 4.28 1.89 -0.84
H -0.12 -4.85 1.30
H 4.42 1.96 0.23
C 0.95 6.37 -1.96
C 1.39 4.48 -0.53
S -2.16 2.22 0.27
S -0.94 -2.25 0.58
C 0.76 -4.32 0.97
H 6.34 1.45 -1.24
H -3.07 2.25 -1.90
O -1.90 0.76 0.15
C 2.08 5.32 0.34
C 5.17 1.51 -3.04
H 0.51 6.78 -2.86
H 2.76 7.31 0.74
H -2.36 3.84 -1.47
C 3.91 1.71 -3.58
*
```

Output
**LUMO energy (spin up / spin down)**: 0.0857 / 0.0322 Eh
**Kohn-Sham gap (spin up / spin down)**: 7.66 / 6.12 eV


ΔE to the lowest compared entry with this formula, charge and spin across the listed records, respectively: 0.0, 158.0, 0.0, 39.3 kJ/mol.
Energy across the listed records, respectively: -190684.6214, -215023.4503, -59799.3108, -115584.3945 eV.